Entry 1:
The following is a quantum chemistry calculation of a single C5H4N2O molecule in a non-equilibrium geometry, from the Open Molecules 2025 dataset.

## Properties
HOMO ... -9.38 eV
ΔE to the lowest compared entry with this formula, charge and spin ... 2.711 eV
LUMO ... -0.7 eV
SMILES ... C1=NC=C2CON=C12
Total charge ... 0
Total energy ... -10274.052 eV
Spin multiplicity ... 1

Each line ends with the Mulliken charge.
Element x y z (Å)
C: -1.54 -0.78 0.94  -0.380
N: -0.64 -1.61 1.31  -0.503
C: 0.62 -1.24 0.67  -0.705
C: 0.51 -0.10 -0.02  0.616
C: 1.10 0.95 -0.86  -0.367
O: -0.11 1.74 -1.29  -0.210
N: -1.24 1.26 -0.67  -0.357
C: -0.91 0.24 0.05  0.642
H: -2.61 -0.89 1.21  0.360
H: 1.49 -1.80 0.83  0.438
H: 1.54 0.60 -1.77  0.232
H: 1.81 1.62 -0.39  0.234

=====

Entry 2:
The following is a quantum chemistry calculation of a single C5H4N2O molecule in a non-equilibrium geometry, from the Open Molecules 2025 dataset.

## Properties
HOMO ... -10.29 eV
ΔE to the lowest compared entry with this formula, charge and spin ... 4.404 eV
LUMO ... 0.2 eV
SMILES ... N#CC#CC/C=N\O
Total charge ... 0
Total energy ... -10272.359 eV
Spin multiplicity ... 1

Each line ends with the Mulliken charge.
Element x y z (Å)
N: 2.36 2.58 -2.44  -0.413
C: 1.94 1.62 -1.94  -0.251
C: 1.23 0.62 -1.26  0.272
C: 0.50 -0.25 -0.83  0.562
C: -0.23 -1.14 0.04  -0.888
C: -0.43 -0.74 1.54  0.095
N: -1.23 0.14 1.93  -0.352
O: -1.83 0.95 1.01  -0.334
H: -1.21 -1.25 -0.56  0.359
H: 0.19 -2.25 0.16  0.321
H: 0.14 -1.43 2.18  0.326
H: -1.42 1.15 0.17  0.304

=====

Entry 3:
The following is a quantum chemistry calculation of a single C5H4N2O2 molecule in a non-equilibrium geometry, from the Open Molecules 2025 dataset.

## Properties
HOMO ... -7.98 eV
ΔE to the lowest compared entry with this formula, charge and spin ... 4.590 eV
LUMO ... 0.6 eV
SMILES ... Oc1ccn2cnoc12
Total charge ... 0
Total energy ... -12320.488 eV
Spin multiplicity ... 1

Each line ends with the Mulliken charge.
Element x y z (Å)
O: 2.04 -1.40 0.81  -0.616
C: 1.08 -0.76 0.04  0.595
C: 0.30 -1.46 -0.93  -0.620
C: -0.68 -0.51 -1.17  -0.355
N: -0.53 0.71 -0.41  0.198
C: -1.27 1.68 0.09  -0.017
N: -0.71 2.13 1.22  -0.363
O: 0.60 1.42 1.36  -0.272
C: 0.49 0.38 0.42  -0.142
H: 1.92 -1.19 1.87  0.353
H: 0.31 -2.59 -1.13  0.328
H: -1.46 -0.53 -1.88  0.425
H: -2.10 2.10 -0.29  0.486

=====

Entry 4:
The following is a quantum chemistry calculation of a molecular structure, C5H4N2O2 in a non-equilibrium geometry, from the Open Molecules 2025 dataset.

## Properties
HOMO ... -8.27 eV
ΔE to the lowest compared entry with this formula, charge and spin ... 8.007 eV
LUMO ... -0.3 eV
Total charge ... 0
Total energy ... -12317.071 eV
Spin multiplicity ... 1

Each line ends with the Mulliken charge.
Element x y z (Å)
C: 2.42 -0.11 -0.76  -0.400
C: 1.92 -1.01 0.04  0.531
C: -2.22 -0.21 0.11  -0.366
C: -1.73 0.92 0.67  -0.459
C: 0.68 1.25 0.33  -0.005
N: -1.02 -0.62 -0.50  -0.481
N: -0.43 0.58 0.18  0.272
O: 1.87 1.15 -0.23  -0.182
O: 1.39 -1.41 1.02  -0.396
H: 2.92 0.02 -1.73  0.345
H: -3.10 -0.77 -0.10  0.441
H: -1.85 1.79 1.25  0.423
H: -0.86 -1.58 -0.27  0.277